# 1
The following is a DFT calculation (ωB97M-V/def2-TZVPD) of a structure of composition C48H100BBrFeN6Si5.

Computed properties:
⟨S²⟩ = 8.7616
Spin multiplicity = 6
HOMO-LUMO gap (alpha / beta) = 0.1368 / 0.2057 Ha
HOMO (alpha / beta) = -8.43 / -10.32 eV
Total charge = +1

The geometry in XYZ format:
```
162
Properties=species:S:1:pos:R:3:forces:R:3
Fe 0.411 0.751 -0.148 1.512 1.821 0.954
C -1.501 -1.167 1.847 0.220 0.038 0.345
C -1.212 -0.599 3.224 -0.232 0.003 -0.232
C -2.475 0.024 3.828 0.200 -0.106 0.055
C -0.061 0.364 3.205 0.285 0.010 0.119
C 0.669 0.699 4.337 0.004 0.264 -0.466
C 1.712 1.506 3.905 -0.526 -0.340 0.325
C 2.792 1.856 4.900 0.338 0.140 0.055
C 3.345 0.531 5.456 -0.120 0.150 0.102
C 3.980 2.706 4.476 -0.258 0.063 0.088
N 1.557 1.672 2.569 0.316 0.140 0.324
N 0.486 0.957 2.141 -0.388 -0.428 -1.142
B 2.306 2.618 1.603 -0.126 -0.136 -0.409
N 3.175 1.846 0.568 0.455 -0.044 0.264
N 2.631 0.980 -0.317 -0.866 -0.562 -0.313
C 3.486 0.829 -1.330 -0.242 0.028 0.389
C 4.634 1.576 -1.071 -0.127 0.037 0.180
C 4.405 2.206 0.140 0.074 -0.128 -0.244
C 5.348 3.103 0.872 0.102 0.137 0.037
C 6.745 2.482 0.916 -0.184 0.008 0.133
C 5.398 4.485 0.219 -0.068 -0.107 0.192
C 3.184 0.021 -2.553 -0.008 -0.032 -0.053
C 3.332 0.899 -3.800 -0.128 -0.131 0.156
C 4.100 -1.200 -2.648 -0.217 0.142 0.018
N 1.354 3.520 0.725 -0.118 0.309 0.359
N 0.880 2.966 -0.419 -0.613 -1.144 -0.256
C 0.589 3.931 -1.286 0.059 -0.059 0.233
C 0.843 5.160 -0.678 0.106 -0.309 0.221
C 1.303 4.869 0.603 -0.180 0.285 -0.557
C 1.451 5.968 1.622 0.017 0.049 0.313
C 0.037 6.470 1.964 0.172 0.085 -0.108
C 2.179 5.660 2.923 0.079 0.112 -0.281
C 0.175 3.657 -2.702 -0.169 -0.111 -0.116
C -0.945 4.587 -3.165 0.293 -0.034 0.022
C -0.221 2.200 -2.931 0.229 0.285 0.156
H -2.210 -1.986 1.906 -0.167 -0.090 -0.036
H -1.926 -0.393 1.205 0.007 -0.074 -0.165
H -0.577 -1.541 1.412 -0.018 -0.050 -0.176
H -0.901 -1.422 3.880 0.023 0.105 -0.028
H -2.984 0.638 3.090 -0.089 0.108 -0.036
H -3.159 -0.756 4.152 -0.128 -0.048 0.012
H -2.226 0.645 4.684 -0.050 0.074 0.140
H 0.465 0.384 5.340 0.028 -0.097 0.195
H 2.281 2.377 5.720 0.045 -0.056 -0.080
H 3.820 -0.040 4.662 0.074 -0.063 -0.129
H 4.086 0.735 6.224 0.118 0.018 0.094
H 2.565 -0.084 5.894 -0.028 -0.072 0.039
H 4.526 2.217 3.675 0.129 0.012 -0.145
H 3.679 3.702 4.172 0.056 0.105 -0.145
H 4.646 2.812 5.330 0.088 -0.018 0.044
H 2.995 3.322 2.217 0.270 0.224 0.243
H 5.502 1.650 -1.692 0.286 0.033 -0.094
H 5.001 3.218 1.896 -0.057 0.011 -0.002
H 7.192 2.455 -0.074 0.073 -0.007 -0.142
H 7.390 3.065 1.568 0.120 0.068 0.031
H 6.698 1.464 1.296 0.060 -0.117 0.056
H 5.803 4.406 -0.786 0.047 0.044 -0.177
H 4.406 4.924 0.157 -0.166 0.091 -0.036
H 6.034 5.148 0.800 0.105 0.117 0.020
H 2.150 -0.335 -2.492 0.056 0.077 0.060
H 4.366 1.212 -3.922 0.118 0.059 -0.053
H 3.032 0.348 -4.689 0.000 -0.045 -0.113
H 2.715 1.792 -3.725 -0.041 0.092 -0.013
H 5.144 -0.899 -2.702 0.113 0.008 -0.010
H 3.966 -1.830 -1.773 0.075 -0.112 0.092
H 3.857 -1.775 -3.538 0.039 -0.113 -0.111
H 0.729 6.137 -1.105 -0.073 0.195 -0.018
H 1.984 6.785 1.116 -0.068 -0.126 0.056
H -0.533 5.681 2.449 -0.081 -0.119 0.038
H 0.099 7.311 2.649 0.009 0.122 0.101
H -0.498 6.793 1.076 -0.087 -0.021 -0.064
H 1.706 4.831 3.441 0.000 -0.163 0.124
H 3.226 5.437 2.746 0.143 -0.146 0.057
H 2.133 6.535 3.567 -0.021 0.066 0.070
H 1.059 3.863 -3.319 -0.005 0.014 0.039
H -1.885 4.310 -2.697 -0.134 -0.003 0.045
H -0.725 5.619 -2.912 -0.015 0.191 0.009
H -1.060 4.524 -4.245 -0.070 -0.006 -0.077
H -1.121 1.953 -2.359 0.013 -0.071 -0.025
H -0.424 2.030 -3.986 -0.047 -0.073 -0.057
H 0.594 1.535 -2.641 -0.015 -0.131 -0.014
C -4.713 -2.347 -1.140 -0.165 0.465 0.236
Si -5.147 -0.756 -0.169 -0.443 0.050 -0.027
C -6.902 -0.098 -0.588 0.437 -0.257 0.008
C -5.203 -1.226 1.682 0.256 0.255 -0.461
Si -3.768 0.997 -1.004 0.149 -0.144 0.012
Si -3.950 0.864 -3.407 -0.381 0.079 -0.350
C -5.728 0.317 -3.878 0.574 0.108 0.268
C -3.685 2.536 -4.298 0.043 -0.571 0.386
C -2.780 -0.478 -4.102 -0.303 0.483 0.266
Si -3.554 2.890 0.428 -0.281 0.789 0.462
C -1.984 3.011 1.500 -0.421 -0.346 -0.478
C -3.629 4.596 -0.433 -0.016 -0.652 -0.002
C -5.048 2.817 1.619 0.416 -0.113 -0.425
H -3.642 -2.522 -1.129 0.298 0.039 0.042
H -5.019 -2.271 -2.177 -0.047 0.058 -0.266
H -5.197 -3.225 -0.723 -0.195 -0.136 0.176
H -7.517 -0.840 -1.088 -0.106 -0.229 -0.094
H -6.856 0.771 -1.237 0.029 0.096 -0.111
H -7.430 0.204 0.311 -0.013 0.038 0.270
H -6.079 -1.836 1.893 -0.183 -0.096 -0.169
H -5.267 -0.353 2.322 -0.017 0.189 0.093
H -4.332 -1.790 1.993 0.184 -0.115 0.029
H -6.439 1.134 -3.779 -0.070 0.143 0.107
H -6.079 -0.508 -3.268 -0.101 -0.138 0.131
H -5.763 -0.014 -4.914 0.148 0.004 -0.188
H -4.113 3.363 -3.739 -0.077 0.105 0.150
H -4.160 2.531 -5.275 -0.138 -0.160 -0.177
H -2.635 2.745 -4.452 0.238 0.062 0.007
H -2.870 -1.401 -3.538 -0.083 -0.195 0.168
H -1.738 -0.185 -4.066 0.244 0.136 0.075
H -3.028 -0.696 -5.138 -0.146 0.042 -0.207
H -1.094 3.036 0.880 0.082 0.092 -0.071
H -1.866 2.198 2.203 -0.001 -0.169 0.130
H -2.008 3.935 2.073 -0.162 0.196 0.013
H -2.637 4.928 -0.720 0.236 0.023 -0.066
H -4.031 5.339 0.250 -0.084 0.034 0.247
H -4.256 4.598 -1.318 -0.141 0.000 -0.207
H -5.154 1.845 2.086 -0.008 -0.255 0.097
H -5.973 3.028 1.094 -0.201 0.012 -0.178
H -4.952 3.548 2.416 0.150 0.221 0.123
C -2.410 -5.902 -1.223 0.280 0.024 0.266
C -1.020 -5.766 -1.855 -0.191 0.553 0.254
C -1.133 -4.689 -2.940 0.319 0.123 0.120
C -0.642 -7.101 -2.513 0.585 0.065 0.480
Si 0.328 -5.310 -0.516 0.500 -1.755 -0.314
Br -0.364 -1.082 -1.348 -0.199 -1.002 -0.472
C 0.061 -5.923 1.330 0.048 0.590 0.077
C -1.158 -5.230 1.954 -0.036 0.040 -0.377
C -0.144 -7.444 1.358 0.035 0.095 -0.728
C 1.263 -5.598 2.225 0.117 0.118 -0.321
C 2.162 -5.068 -1.128 -0.231 0.569 -0.060
C 2.884 -4.002 -0.297 -0.292 -0.047 0.254
C 2.922 -6.398 -1.031 -0.655 -0.239 0.308
C 2.210 -4.604 -2.585 -0.313 -0.079 0.021
H -3.132 -6.127 -2.006 -0.047 -0.001 -0.089
H -2.708 -4.972 -0.745 -0.195 0.078 0.070
H -2.449 -6.709 -0.498 -0.090 -0.078 0.151
H -1.983 -4.921 -3.576 -0.185 -0.056 -0.062
H -0.258 -4.649 -3.573 0.176 0.042 -0.134
H -1.283 -3.704 -2.511 -0.127 0.269 -0.005
H -1.379 -7.361 -3.270 -0.171 0.111 -0.043
H -0.615 -7.904 -1.783 0.003 -0.257 0.057
H 0.328 -7.048 -3.001 0.115 -0.063 -0.123
H -2.085 -5.563 1.504 -0.219 0.000 -0.063
H -1.200 -5.460 3.017 0.034 -0.063 0.123
H -1.086 -4.152 1.846 -0.091 0.268 0.099
H -0.999 -7.746 0.761 -0.143 -0.148 -0.052
H -0.319 -7.776 2.381 0.009 0.135 0.125
H 0.736 -7.963 0.984 0.119 -0.192 -0.022
H 1.426 -4.526 2.298 0.081 0.103 0.073
H 2.171 -6.075 1.868 0.167 0.013 0.017
H 1.075 -5.976 3.230 -0.116 -0.042 0.037
H 2.982 -4.289 0.742 0.060 0.000 0.183
H 2.355 -3.052 -0.346 0.060 0.222 0.008
H 3.889 -3.865 -0.693 0.061 0.023 -0.094
H 2.948 -6.775 -0.013 0.095 -0.136 0.136
H 3.952 -6.259 -1.360 0.039 0.158 -0.067
H 2.464 -7.154 -1.664 0.049 -0.195 -0.091
H 1.680 -3.665 -2.717 -0.037 0.201 -0.118
H 1.793 -5.346 -3.257 -0.094 -0.088 -0.178
H 3.247 -4.455 -2.877 0.155 0.047 0.048
```
Forces are in eV/Å.



# 2
The following is a DFT calculation (ωB97M-V/def2-TZVPD) of a cluster of 11 separate species, C48H104N15O9P3 in total.

Computed properties:
⟨S²⟩ = 0.7504
Spin multiplicity = 2
HOMO-LUMO gap (alpha / beta) = 0.0444 / 0.2855 Ha
HOMO (alpha / beta) = 0.50 / -6.11 eV
Total charge = -1

The geometry in XYZ format:
```
179
Properties=species:S:1:pos:R:3:forces:R:3
C -25.448 -6.269 16.960 -0.336 2.715 -0.064
C -26.746 -5.548 17.428 0.560 0.802 -1.483
O -27.357 -6.462 18.281 1.184 -1.546 0.964
C -26.326 -7.229 18.846 -0.408 2.241 -2.682
O -26.480 -7.798 19.853 0.675 -1.266 1.014
O -25.167 -7.113 18.042 -1.640 -1.436 1.363
H -24.637 -5.545 16.869 0.045 0.062 0.420
H -25.536 -6.639 15.939 -0.282 -1.311 0.387
H -27.382 -5.304 16.576 -0.213 -0.266 0.066
H -26.579 -4.618 17.972 0.448 -0.074 0.045
C -24.784 -8.553 22.617 -0.168 1.328 0.669
C -24.743 -7.031 22.431 -0.396 0.853 -1.859
O -24.729 -6.469 23.725 -0.639 -1.054 1.076
C -25.203 -7.419 24.591 1.930 0.048 1.824
O -25.210 -7.226 25.804 -0.856 -0.745 -2.970
O -25.383 -8.620 23.934 0.060 1.034 1.145
H -23.752 -8.901 22.656 -0.153 -0.523 0.064
H -25.455 -9.107 21.961 0.394 0.227 -0.201
H -25.597 -6.604 21.906 -0.426 -0.453 0.046
H -23.909 -6.615 21.866 0.447 -0.510 0.253
C -25.077 -11.228 19.393 1.094 -1.193 0.739
C -23.904 -10.279 19.220 0.591 0.646 -1.019
C -22.984 -10.435 17.964 -0.065 0.027 0.024
C -22.299 -11.743 17.874 0.193 -1.558 0.142
N -21.780 -12.786 17.866 -0.856 1.805 -0.040
H -25.917 -11.281 18.700 0.216 0.741 -0.160
H -25.428 -11.148 20.422 -0.379 0.201 -0.045
H -24.635 -12.224 19.382 -0.122 -0.403 -0.075
H -23.139 -10.367 19.991 -0.579 -0.292 0.704
H -24.242 -9.244 19.262 0.092 0.075 -0.191
H -22.170 -9.716 18.054 -0.029 0.210 0.092
H -23.466 -10.187 17.019 -0.184 -0.290 -0.023
C -26.695 -3.072 27.319 0.770 -0.357 -0.159
C -26.954 -4.123 26.232 -0.840 0.622 -0.098
C -27.701 -3.421 25.034 0.917 -0.766 -0.267
C -29.118 -3.563 25.115 1.961 0.240 0.139
N -30.232 -3.672 25.213 -3.384 -0.296 0.230
H -26.472 -2.129 26.822 -0.150 0.248 0.359
H -25.813 -3.316 27.912 0.035 -0.115 0.066
H -27.525 -2.999 28.022 -0.100 0.265 -0.248
H -27.601 -4.879 26.676 -0.122 -0.138 -0.305
H -26.080 -4.679 25.892 0.186 0.431 -0.074
H -27.442 -3.850 24.065 0.330 -0.211 0.011
H -27.522 -2.354 24.905 0.442 0.058 0.401
C -24.737 -10.741 27.086 1.210 0.250 0.513
C -23.370 -11.428 27.491 -1.133 0.587 -0.380
C -22.259 -10.493 28.020 -0.428 0.330 -0.324
C -21.903 -9.449 27.047 0.510 0.948 -1.406
N -21.618 -8.661 26.235 -0.517 -1.343 1.550
H -25.114 -10.167 27.933 -0.171 -0.041 0.123
H -25.518 -11.428 26.761 0.332 -0.302 0.172
H -24.606 -10.016 26.282 0.186 -0.005 -0.101
H -23.010 -11.945 26.602 0.190 -0.213 0.179
H -23.573 -12.143 28.288 0.046 -0.222 -0.119
H -21.365 -11.051 28.298 0.152 -0.152 -0.284
H -22.547 -9.993 28.945 -0.315 0.109 0.067
C -25.674 -8.297 31.124 -0.698 0.409 0.589
C -24.898 -7.244 30.357 -0.084 -0.679 -1.407
C -25.458 -6.876 28.903 0.433 -0.975 0.856
C -26.883 -6.987 28.709 -2.834 0.494 0.436
N -28.037 -7.087 28.566 1.950 0.113 0.164
H -26.658 -7.897 31.366 -0.246 -0.263 -0.010
H -25.181 -8.480 32.079 0.134 0.041 0.066
H -25.784 -9.280 30.665 0.040 0.201 -0.415
H -23.942 -7.733 30.173 0.422 0.585 -0.112
H -24.749 -6.371 30.993 -0.062 0.091 -0.268
H -25.176 -7.651 28.190 0.934 0.025 -0.015
H -25.093 -5.921 28.526 0.039 -0.040 0.074
C -22.339 -3.190 24.800 0.132 -0.927 0.267
C -21.531 -4.161 25.725 0.140 0.691 -0.571
C -21.729 -5.652 25.621 -1.244 -0.515 0.557
C -21.392 -6.221 24.348 0.606 -0.691 -2.783
N -21.134 -6.631 23.289 -0.445 0.660 1.596
H -21.696 -3.110 23.924 -0.521 0.517 -0.309
H -22.569 -2.224 25.249 0.700 0.129 0.125
H -23.338 -3.516 24.512 0.092 -0.632 -0.116
H -21.634 -3.877 26.772 0.248 -0.005 -0.054
H -20.506 -4.102 25.359 0.350 0.818 0.719
H -22.769 -5.936 25.788 -0.165 -0.129 0.260
H -21.132 -6.191 26.357 -0.044 0.106 0.172
C -28.696 -6.130 22.220 1.297 0.645 -0.279
C -29.839 -6.489 23.136 -0.845 -0.463 -0.142
C -30.835 -7.448 22.488 -0.056 -0.497 -0.086
C -31.565 -6.788 21.403 -0.523 0.741 -0.587
N -32.136 -6.181 20.599 0.504 -0.666 0.601
H -28.863 -5.779 21.201 -0.985 0.216 0.071
H -27.994 -6.935 22.002 -0.203 -0.630 0.469
H -28.052 -5.366 22.655 -0.053 0.186 0.218
H -30.524 -5.710 23.469 0.766 0.812 -0.130
H -29.483 -6.941 24.062 0.171 -0.188 -0.101
H -31.548 -7.747 23.257 -0.063 -0.220 -0.142
H -30.368 -8.349 22.093 0.013 -0.093 0.072
O -30.303 -9.806 24.518 0.636 -0.426 0.208
P -29.876 -11.209 24.318 0.399 -2.078 -0.413
N -31.186 -12.291 23.966 2.090 -0.292 0.292
C -32.035 -11.981 22.802 0.113 0.603 1.371
C -31.886 -12.934 25.088 0.045 0.987 -0.662
N -28.948 -11.925 25.578 -3.039 1.807 0.272
C -28.525 -13.250 25.610 -0.050 -1.697 -0.866
C -28.191 -11.045 26.409 -0.701 1.574 0.226
N -28.794 -11.408 23.033 -1.171 -1.209 -1.662
C -28.591 -12.694 22.258 -0.425 0.717 0.689
C -27.827 -10.354 22.831 -0.083 0.313 0.189
H -32.537 -12.827 22.331 0.763 -0.506 -0.128
H -31.439 -11.369 22.126 -0.316 -0.180 -0.270
H -32.889 -11.419 23.181 -0.117 0.646 -0.151
H -32.679 -12.224 25.325 -0.613 -0.446 0.465
H -31.273 -13.053 25.981 0.193 0.053 -0.273
H -32.264 -13.905 24.769 -0.183 0.021 0.079
H -29.259 -13.879 25.107 0.236 -0.176 -0.392
H -27.558 -13.325 25.113 0.257 -0.701 0.137
H -28.505 -13.652 26.623 0.356 0.159 0.234
H -27.840 -11.471 27.349 0.266 -0.552 -0.354
H -27.405 -10.595 25.802 0.504 0.207 0.576
H -28.873 -10.270 26.758 0.248 0.496 -0.177
H -29.548 -13.137 21.981 -0.135 0.192 0.031
H -28.043 -12.489 21.339 -0.015 0.296 0.003
H -28.042 -13.479 22.778 0.127 0.160 0.295
H -28.337 -9.392 22.777 0.066 0.162 0.373
H -27.312 -10.428 21.873 0.028 -0.447 -0.029
H -27.108 -10.365 23.649 0.282 0.397 -0.196
O -24.200 -4.204 18.853 -0.467 0.313 0.177
P -23.524 -2.932 19.193 0.771 1.317 0.432
N -23.727 -1.749 17.976 0.511 0.530 -0.144
C -25.067 -1.749 17.319 1.142 -0.463 0.451
C -23.069 -0.373 17.965 -0.983 -1.281 1.023
N -21.825 -3.121 19.368 -0.481 0.198 -1.062
C -21.327 -3.778 20.546 0.051 0.559 0.982
C -20.918 -3.342 18.161 -2.103 1.749 0.301
N -24.191 -2.179 20.609 0.205 -1.449 -0.683
C -24.734 -3.089 21.734 1.691 0.520 -2.080
C -23.576 -0.986 21.168 0.783 -0.854 1.585
H -25.331 -2.785 17.110 0.040 0.088 -0.224
H -24.932 -1.183 16.397 -0.391 -0.066 -0.022
H -25.868 -1.350 17.941 0.043 0.382 0.074
H -23.229 0.153 17.024 0.197 -0.516 -0.252
H -22.016 -0.433 18.240 -0.016 -0.183 -0.287
H -23.545 0.254 18.719 -0.090 0.143 0.067
H -21.586 -3.235 21.455 -0.547 0.025 0.093
H -21.676 -4.805 20.652 0.419 -0.229 0.015
H -20.245 -3.647 20.564 0.108 -0.659 -0.193
H -20.157 -4.120 18.213 -0.339 0.028 0.519
H -21.568 -3.483 17.298 0.176 -0.333 -0.134
H -20.511 -2.338 18.039 0.830 -0.303 -0.388
H -23.908 -3.719 22.066 -0.040 -0.297 0.129
H -24.985 -2.482 22.603 -0.701 0.007 -0.389
H -25.478 -3.699 21.221 -0.353 0.090 0.779
H -24.339 -0.408 21.690 -0.016 0.542 -0.530
H -22.823 -0.422 20.618 -0.782 -0.003 -0.694
H -22.952 -1.347 21.985 0.292 0.039 0.530
O -26.467 -15.149 23.393 0.976 0.159 -0.950
P -25.169 -15.120 22.645 -1.358 3.789 -2.096
N -24.031 -16.099 23.177 2.601 -1.820 1.305
C -23.294 -15.729 24.482 -1.506 -1.742 -0.338
C -24.444 -17.538 23.009 0.242 0.001 1.099
N -24.490 -13.487 22.544 -0.587 -1.031 0.774
C -25.100 -12.548 23.492 0.427 -0.307 0.815
C -23.101 -13.186 22.107 -1.391 -0.708 -0.184
N -25.284 -15.442 20.984 -0.065 -1.795 1.953
C -24.072 -15.574 20.138 -1.577 1.193 0.119
C -26.583 -15.451 20.339 0.153 0.259 -0.163
H -23.985 -15.870 25.312 -0.442 0.625 0.088
H -22.839 -14.740 24.539 -0.146 -0.197 -0.538
H -22.605 -16.533 24.741 0.599 0.218 -0.723
H -24.756 -17.797 21.997 0.221 0.468 -0.029
H -25.264 -17.810 23.673 -0.428 0.379 0.038
H -23.688 -18.253 23.331 0.636 0.433 -0.263
H -24.899 -11.488 23.343 0.201 -0.010 -0.790
H -26.179 -12.682 23.556 0.167 -0.065 -0.184
H -24.697 -12.724 24.490 -0.065 -0.016 0.467
H -22.318 -13.330 22.852 -0.073 0.368 0.385
H -22.847 -13.866 21.294 0.028 0.360 0.008
H -23.153 -12.169 21.719 0.489 0.052 0.089
H -24.241 -16.288 19.331 0.160 -0.336 0.223
H -23.995 -14.592 19.672 0.583 0.032 -0.471
H -23.173 -15.745 20.729 -0.284 -0.389 -0.115
H -27.459 -15.416 20.987 0.533 0.384 0.704
H -26.787 -16.380 19.807 0.448 -0.004 -0.628
H -26.607 -14.561 19.712 -0.457 -0.159 -0.601
```
Forces are in eV/Å.